Record 1
Density functional theory data (ωB97M-V/def2-TZVPD) for 8 unconnected molecules or ions with the total composition C49H64N7O7P3S in a non-equilibrium geometry.

```
! wB97M-V def2-TZVPD RIJCOSX def2/J DEFGRID3
* xyz 0 1
C -4.16 4.31 5.46
C -3.75 3.09 6.29
O -3.73 3.16 7.50
O -3.39 1.99 5.58
C -2.52 1.10 6.33
C -1.79 0.18 5.31
C -1.70 -1.30 5.77
C -0.22 -1.82 5.71
C 0.00 -2.93 4.65
C 0.43 -2.36 3.27
C -0.62 -1.48 2.63
C -1.85 -2.08 2.35
C -2.89 -1.37 1.81
C -4.18 -2.15 1.58
P -4.09 -3.05 0.00
O -5.46 -3.21 -0.52
O -3.36 -4.48 0.22
O -3.18 -2.28 -1.09
C -2.79 0.00 1.49
P -4.09 1.10 0.81
C -5.39 0.23 -0.18
C -4.85 2.12 2.16
C -1.56 0.60 1.77
C -0.50 -0.14 2.33
C 0.79 0.60 2.62
O 1.50 0.37 3.57
C 1.11 1.70 1.64
C 0.12 2.38 1.08
P 0.55 3.67 -0.14
S 1.24 2.84 -1.77
C -1.30 2.05 1.50
O -2.10 2.95 1.64
H -4.57 4.01 4.50
H -3.27 4.94 5.36
H -4.92 4.82 6.06
H -1.79 1.67 6.91
H -3.15 0.46 6.95
H -2.32 0.27 4.35
H -0.79 0.59 5.15
H -2.31 -1.91 5.10
H -2.14 -1.44 6.77
H 0.01 -2.25 6.70
H 0.49 -1.01 5.53
H -0.90 -3.54 4.47
H 0.75 -3.62 5.05
H 1.42 -1.89 3.37
H 0.57 -3.23 2.61
H -1.96 -3.14 2.57
H -5.08 -1.54 1.69
H -4.22 -2.93 2.36
H -3.18 -4.78 -0.68
H -3.72 -2.06 -1.86
H -4.98 -0.49 -0.90
H -5.91 0.99 -0.77
H -6.15 -0.22 0.47
H -5.92 1.89 2.24
H -4.74 3.17 1.88
H -4.31 1.90 3.08
H 2.16 1.89 1.41
H 1.59 4.45 0.42
H -0.53 4.54 -0.39
N -4.08 -7.81 0.30
C -3.63 -9.10 0.44
C -4.27 -9.87 -0.49
C -5.14 -9.02 -1.22
C -5.00 -7.76 -0.72
H -3.79 -7.03 0.85
H -2.90 -9.34 1.19
H -4.13 -10.93 -0.62
H -5.79 -9.31 -2.03
H -5.47 -6.83 -0.99
N -0.14 -2.72 -5.05
C 0.64 -1.65 -4.69
C 0.28 -1.28 -3.42
C -0.75 -2.16 -3.00
C -0.99 -3.03 -4.02
H -0.10 -3.20 -5.93
H 1.38 -1.25 -5.36
H 0.71 -0.47 -2.86
H -1.26 -2.15 -2.05
H -1.69 -3.85 -4.11
N 2.29 -2.06 -8.26
C 3.38 -1.80 -9.05
C 4.41 -2.59 -8.63
C 3.93 -3.37 -7.54
C 2.62 -3.02 -7.34
H 1.39 -1.62 -8.34
H 3.32 -1.07 -9.84
H 5.40 -2.61 -9.05
H 4.48 -4.10 -6.97
H 1.90 -3.37 -6.62
N -0.37 3.92 4.17
C -0.08 3.87 5.51
C 0.94 4.75 5.76
C 1.28 5.37 4.53
C 0.45 4.84 3.57
H -1.07 3.38 3.71
H -0.62 3.21 6.17
H 1.39 4.93 6.72
H 2.04 6.11 4.36
H 0.38 5.04 2.51
N 2.68 7.25 -0.33
C 2.96 7.18 1.01
C 3.97 8.06 1.27
C 4.31 8.69 0.04
C 3.50 8.17 -0.92
H 1.98 6.71 -0.80
H 2.41 6.52 1.66
H 4.42 8.24 2.23
H 5.07 9.44 -0.12
H 3.43 8.37 -1.98
N 4.38 1.23 3.35
C 5.47 1.47 2.57
C 6.48 0.64 2.97
C 5.97 -0.14 4.05
C 4.67 0.25 4.25
H 3.49 1.70 3.28
H 5.44 2.22 1.79
H 7.47 0.59 2.55
H 6.50 -0.90 4.60
H 3.94 -0.09 4.96
N 5.42 -0.67 -11.87
C 6.37 -0.99 -12.81
C 5.95 -0.49 -14.02
C 4.70 0.15 -13.80
C 4.41 0.03 -12.47
H 5.46 -0.91 -10.90
H 7.25 -1.54 -12.54
H 6.48 -0.59 -14.95
H 4.10 0.65 -14.54
H 3.56 0.38 -11.90
*
```

Output
SMILES string: CC(=O)OCCCCCCc1cc(CP(=O)(O)O)c(P(C)C)c2c1C(=O)C=C([PH2]=S)C2=O.c1cc[nH]c1.c1cc[nH]c1.c1cc[nH]c1.c1cc[nH]c1.c1cc[nH]c1.c1cc[nH]c1.c1cc[nH]c1
energy: -4237.7758 Ha


Record 2
Density functional theory data (ωB97M-V/def2-TZVPD) for 2 unconnected molecules or ions with the total composition C4H9O2 in a non-equilibrium geometry.

```
! wB97M-V def2-TZVPD RIJCOSX def2/J DEFGRID3
* xyz 0 2
C -2.61 -0.22 -0.33
O -2.51 -0.63 1.05
H -3.68 -0.12 -0.51
H -2.06 0.75 -0.52
H -2.27 -0.99 -0.98
C 2.40 0.98 -0.42
C 1.33 0.47 0.44
C 0.77 -0.81 0.30
O -0.05 -1.45 1.09
H 3.43 0.79 -0.07
H 2.28 0.47 -1.39
H 2.38 2.11 -0.58
H 1.11 0.93 1.42
H 1.05 -1.37 -0.61
H -1.56 -0.91 1.12
*
```

Output
ΔE to the lowest compared entry with this formula, charge and spin: 15.5 kcal/mol
energy: -308.1885 Ha
expectation value of S²: 0.772


Record 3
Density functional theory data (ωB97M-V/def2-TZVPD) for 3 unconnected molecules or ions with the total composition C27H26FNO4S2 in a non-equilibrium geometry.

```
! wB97M-V def2-TZVPD RIJCOSX def2/J DEFGRID3
* xyz 0 1
C 0.04 2.51 -2.95
C 1.41 1.94 -3.08
N 1.91 1.05 -2.28
F 0.48 0.07 -0.72
C 3.12 0.61 -2.44
C 3.76 -0.41 -1.56
C 3.93 1.09 -3.46
C 3.47 2.04 -4.35
C 4.32 2.56 -5.48
C 2.18 2.47 -4.13
H -0.26 3.23 -3.78
H -0.69 1.68 -2.93
H -0.04 3.05 -1.99
H 4.84 -0.66 -1.82
H 3.76 -0.04 -0.51
H 3.19 -1.35 -1.59
H 4.94 0.72 -3.59
H 3.80 3.31 -6.09
H 5.26 3.02 -5.13
H 4.63 1.75 -6.17
H 1.78 3.23 -4.80
C -5.78 1.08 2.04
C -5.12 0.56 3.17
C -3.96 -0.21 2.99
C -3.36 -0.41 1.71
C -1.93 -0.85 1.50
S -1.77 -1.78 -0.02
C -0.44 -3.03 0.15
C 0.84 -2.70 -0.29
C 1.90 -3.60 -0.14
C 1.68 -4.84 0.46
C 0.42 -5.21 0.86
C -0.65 -4.30 0.72
O -2.89 -2.65 -0.26
O -1.44 -0.76 -1.03
S -1.14 -1.31 3.00
C -0.46 0.30 3.21
C 0.48 0.68 2.27
C 0.84 2.04 2.15
C 0.27 2.93 3.05
C -0.63 2.56 4.02
C -1.02 1.20 4.12
O -1.94 -1.65 4.10
O 0.03 -2.16 2.69
C -4.19 -0.07 0.59
C -5.37 0.69 0.76
H -6.66 1.73 2.15
H -5.47 0.85 4.16
H -3.58 -0.67 3.89
H 0.98 -1.69 -0.70
H 2.90 -3.30 -0.47
H 2.51 -5.52 0.58
H 0.25 -6.20 1.32
H -1.64 -4.59 1.06
H 0.88 -0.08 1.62
H 1.57 2.30 1.40
H 0.60 3.96 2.99
H -1.04 3.27 4.74
H -1.70 0.86 4.88
H -3.91 -0.36 -0.42
H -5.88 1.04 -0.14
*
```

Output
ΔE to the lowest compared entry with this formula, charge and spin: 151.6 kcal/mol
energy: -2296.0893 Ha


Record 4
Density functional theory data (ωB97M-V/def2-TZVPD) for a molecular structure, C33H28BrN4O5Os.

```
! wB97M-V def2-TZVPD RIJCOSX def2/J DEFGRID3
* xyz 1 1
Os 0.09 -0.37 0.26
O 5.42 -1.88 0.98
C 4.64 -2.95 1.30
C 5.17 -4.16 1.73
C 4.32 -5.21 2.04
C 2.94 -5.06 1.93
C 2.42 -3.85 1.49
C 3.26 -2.79 1.17
C 2.71 -1.47 0.71
O 1.47 -1.65 0.00
N 2.51 -0.59 1.85
N 1.45 0.29 1.56
C 1.23 1.27 2.35
C 0.13 2.19 2.20
Br -0.94 1.97 0.62
C -0.09 3.16 3.09
C -1.13 4.19 3.15
C -2.46 3.91 2.85
C -3.40 4.92 2.93
C -3.02 6.21 3.29
C -1.70 6.48 3.60
C -0.76 5.47 3.55
H 6.35 -2.12 1.06
H 6.24 -4.27 1.82
H 4.73 -6.15 2.37
H 2.28 -5.88 2.17
H 1.35 -3.72 1.40
H 3.40 -1.00 0.02
H 2.23 -1.13 2.67
H 1.91 1.42 3.18
H 0.65 3.21 3.89
H -2.78 2.91 2.61
H -4.44 4.70 2.72
H -3.77 7.00 3.35
H -1.40 7.48 3.90
H 0.27 5.68 3.81
O -0.04 -1.64 3.05
C -1.17 -1.40 2.67
N -2.33 -1.68 3.30
C -3.50 -1.14 2.63
C -2.83 -0.58 1.34
O -3.40 -0.06 0.40
N -1.48 -0.76 1.47
C -4.53 -2.22 2.30
C -5.60 -1.93 1.46
C -6.56 -2.90 1.19
C -6.46 -4.16 1.75
C -5.39 -4.45 2.59
C -4.43 -3.49 2.86
C -4.13 0.03 3.41
C -3.98 0.10 4.79
C -4.60 1.12 5.52
C -5.37 2.07 4.87
C -5.53 1.99 3.49
C -4.91 0.99 2.77
H -2.32 -2.07 4.22
H -5.69 -0.96 1.00
H -7.38 -2.67 0.53
H -7.20 -4.92 1.54
H -5.30 -5.43 3.04
H -3.60 -3.74 3.50
H -3.39 -0.63 5.33
H -4.47 1.16 6.59
H -5.86 2.85 5.44
H -6.14 2.72 2.98
H -5.03 0.95 1.69
C 0.76 -0.55 -2.86
C -0.11 -0.46 -1.68
O -1.28 -0.71 -1.49
H 0.17 -0.81 -3.74
H 1.50 -1.32 -2.64
H 1.29 0.39 -3.01
*
```

Output
ΔE to the lowest compared entry with this formula, charge and spin: 0.0 kcal/mol
energy: -4533.9975 Ha


Record 5
Density functional theory data (ωB97M-V/def2-TZVPD) for a molecular structure, C20H15ClN5O4RuS in a non-equilibrium geometry.

```
! wB97M-V def2-TZVPD RIJCOSX def2/J DEFGRID3
* xyz 3 5
Ru 0.31 -0.09 -0.62
C 2.02 1.47 4.18
N 1.96 2.26 2.93
C 2.30 3.60 2.83
C 2.19 3.95 1.54
N 1.78 2.80 0.84
C 1.63 1.79 1.73
S 1.05 0.17 1.55
C 1.74 2.74 -0.57
C 2.30 3.75 -1.32
C 2.27 3.69 -2.70
C 1.68 2.60 -3.33
C 1.16 1.62 -2.53
N 1.17 1.68 -1.17
H 2.07 2.16 5.01
H 2.91 0.84 4.17
H 1.14 0.85 4.27
H 2.59 4.19 3.68
H 2.32 4.92 1.09
H 2.80 4.58 -0.83
H 2.72 4.49 -3.28
H 1.66 2.50 -4.41
H 0.74 0.74 -2.97
O 1.17 -5.86 -1.83
C -0.07 -5.64 -1.44
O -0.91 -6.48 -1.37
C -0.47 -4.21 -1.04
C -1.72 -3.87 -0.63
Cl -3.09 -4.81 -0.57
N -1.74 -2.48 -0.34
N -0.48 -1.97 -0.57
C 0.26 -2.98 -1.00
C 1.64 -2.54 -1.46
O 2.45 -3.34 -1.83
O 1.80 -1.23 -1.44
C -2.74 -1.65 0.04
C -3.87 -2.13 0.80
C -4.85 -1.26 1.17
C -4.75 0.10 0.80
C -3.62 0.59 0.06
C -2.64 -0.25 -0.30
H 1.72 -5.06 -1.87
H -3.92 -3.16 1.10
H -5.69 -1.61 1.75
H -5.55 0.78 1.08
H -3.59 1.64 -0.22
H -1.87 0.12 -0.96
*
```

Output
ΔE to the lowest compared entry with this formula, charge and spin: 11.8 kcal/mol
energy: -2298.0579 Ha
expectation value of S²: 6.041


Record 6
Density functional theory data (ωB97M-V/def2-TZVPD) for a molecular structure, C5H6Cl2O3RuSY in a non-equilibrium geometry.

```
! wB97M-V def2-TZVPD RIJCOSX def2/J DEFGRID3
* xyz 4 6
Y -1.19 -3.56 -1.66
Ru -0.44 0.79 -0.03
Cl 0.26 -3.15 0.24
Cl -1.56 -0.87 -1.41
C -0.06 2.22 -1.03
C -0.91 -5.98 -1.00
C -1.02 -5.50 -3.38
O 0.27 3.26 -1.56
O -0.71 -7.10 -0.81
O -0.97 -6.43 -4.06
C -0.70 2.84 1.68
S 0.77 1.77 1.84
C 2.13 2.99 1.54
H -1.45 2.39 0.98
H -0.44 3.86 1.39
H -1.14 2.84 2.69
H 1.82 3.91 2.04
H 3.00 2.56 2.05
H 2.34 3.15 0.48
*
```

Output
energy: -1869.7229 Ha
expectation value of S²: 8.770